*one*
Molecular formula: C6H6
Method: DFT, ωB97M-V/def2-TZVPD

Each line ends with the Mulliken charge.
Atoms and positions in Å:
C1 0.365 0.719 -1.521  -1.19
C2 0.551 -0.247 -0.340  0.65
C3 0.688 0.425 0.973  -0.76
C4 0.452 0.749 2.109  0.05
C5 -0.640 -1.077 -0.044  -0.76
C6 -1.570 -1.547 0.560  0.04
H1 -0.494 1.370 -1.343  0.33
H2 1.255 1.343 -1.648  0.32
H3 0.196 0.162 -2.448  0.32
H4 1.422 -0.886 -0.536  0.22
H5 0.158 0.960 3.113  0.39
H6 -2.357 -1.902 1.186  0.39

Values from the calculation:
* gap between HOMO and LUMO: 10.467 eV
* SMILES string: C#CC(C)C#C

***

*two*
Molecular formula: C6H6
Method: DFT, ωB97M-V/def2-TZVPD

Each line ends with the Mulliken charge.
Atoms and positions in Å:
C1 -3.597 0.828 -0.398  -0.33
C2 -2.421 0.708 -0.110  -0.45
C3 0.189 0.724 0.263  0.28
C4 -0.949 0.163 0.174  0.59
C5 1.466 1.217 -0.013  -0.89
C6 -1.142 -1.335 0.099  -1.23
H1 1.823 2.063 0.613  0.31
H2 1.673 1.317 -1.053  0.30
H3 2.026 0.310 0.255  0.30
H4 -2.239 -1.463 0.230  0.37
H5 -0.558 -1.849 0.769  0.42
H6 -0.904 -1.535 -0.900  0.32

Values from the calculation:
* gap between HOMO and LUMO (alpha / beta): 6.209 / 6.212 eV

***

Which of them is least stable? Easy: *two*.

***

*one*
Molecular formula: C6H6
Method: DFT, ωB97M-V/def2-TZVPD

Each line ends with the Mulliken charge.
Atoms and positions in Å:
C1 -1.481 -1.117 0.873  -0.70
C2 -0.510 -0.388 0.339  0.86
C3 0.005 0.980 0.693  -0.76
C4 0.964 1.341 -0.167  -0.27
C5 1.116 0.265 -1.153  -0.31
C6 0.331 -0.777 -0.863  -0.86
H1 -1.715 -2.103 0.493  0.27
H2 -1.993 -0.710 1.754  0.25
H3 -0.239 1.563 1.601  0.30
H4 1.516 2.234 -0.171  0.43
H5 1.778 0.382 -2.000  0.37
H6 0.226 -1.668 -1.400  0.40

Values from the calculation:
* gap between HOMO and LUMO: 8.831 eV
* SMILES string: C=C1C=CC=C1

***

*two*
Molecular formula: C6H6
Method: DFT, ωB97M-V/def2-TZVPD

Each line ends with the Mulliken charge.
Atoms and positions in Å:
C1 0.040 1.354 0.338  -0.46
C2 1.040 0.472 0.792  -0.24
C3 -0.938 0.854 -0.521  -0.26
C4 0.982 -0.871 0.509  -0.49
C5 -1.030 -0.508 -0.808  -0.45
C6 -0.073 -1.346 -0.287  -0.18
H1 0.046 2.374 0.652  0.38
H2 1.846 0.939 1.351  0.33
H3 -1.679 1.565 -0.870  0.32
H4 1.714 -1.564 0.850  0.38
H5 -1.810 -0.865 -1.464  0.36
H6 -0.139 -2.406 -0.542  0.31

Values from the calculation:
* gap between HOMO and LUMO: 10.527 eV
* SMILES string: c1ccccc1

***

Which of them is least stable? Easy: *one*.

***

*one*
Molecular formula: C3H7NO2S
Method: DFT, ωB97M-V/def2-TZVPD

Each line ends with the Mulliken charge.
Atoms and positions in Å:
C1 -0.617 -0.393 1.367  -0.09
C2 0.291 0.181 0.315  0.41
C3 2.435 0.043 -0.734  -0.61
N1 -2.586 -0.767 0.303  -0.46
O1 -0.585 0.986 1.027  -0.30
O2 1.719 0.468 0.386  -0.35
S1 -2.769 0.612 -0.467  -0.02
H1 -0.423 -0.678 2.461  0.28
H2 0.015 -0.011 -0.774  -0.03
H3 3.241 0.795 -0.879  0.23
H4 1.760 0.082 -1.657  0.29
H5 2.754 -0.945 -0.682  0.28
H6 -3.272 -0.783 0.984  0.25
H7 -1.964 0.408 -1.650  0.12

Values from the calculation:
* gap between HOMO and LUMO (alpha / beta): 8.121 / 8.245 eV

***

*two*
Molecular formula: C3H7NO2S
Method: DFT, ωB97M-V/def2-TZVPD

Each line ends with the Mulliken charge.
Atoms and positions in Å:
C1 0.196 -0.113 0.486  0.63
C2 -1.652 -0.018 -1.180  -1.13
C3 -0.924 0.710 -0.078  -0.18
N1 1.142 0.717 0.941  -0.30
O1 3.288 -1.412 0.807  -0.47
O2 0.158 -1.359 0.515  -0.65
S1 2.246 -2.486 0.469  0.34
H1 -1.181 0.294 -2.169  0.26
H2 -1.527 -1.104 -1.074  0.31
H3 -2.616 0.254 -1.279  0.39
H4 -1.627 0.593 0.750  0.19
H5 -0.565 1.793 -0.161  0.23
H6 2.050 0.449 1.246  0.23
H7 1.012 1.682 0.728  0.17

Values from the calculation:
* gap between HOMO and LUMO (alpha / beta): 7.508 / 7.494 eV
* SMILES string: CCC(N)=O.O=S

***

Which of them is least stable? Easy: *one*.

***

*one*
Molecular formula: C3H7NO2S
Method: DFT, ωB97M-V/def2-TZVPD

Each line ends with the Mulliken charge.
Atoms and positions in Å:
C1 0.943 -0.335 -1.016  0.47
C2 -1.596 1.678 1.463  -0.33
C3 -0.326 -0.800 -1.053  -0.22
N1 -1.160 0.510 1.595  -0.35
O1 1.516 0.747 -1.609  -0.50
O2 -0.641 -1.960 -0.465  -0.45
S1 2.094 -1.667 -0.618  -0.35
H1 -2.355 2.069 2.135  0.24
H2 -1.111 2.235 0.661  0.26
H3 -1.079 -0.103 -1.351  0.36
H4 3.090 -0.956 -0.267  0.08
H5 -1.794 0.119 2.359  0.21
H6 2.383 0.656 -1.922  0.32
H7 0.037 -2.194 0.090  0.26

Values from the calculation:
* gap between HOMO and LUMO: 8.462 eV
* SMILES string: O/C=C(/O)S.C=N

***

*two*
Molecular formula: C3H7NO2S
Method: DFT, ωB97M-V/def2-TZVPD

Each line ends with the Mulliken charge.
Atoms and positions in Å:
C1 -0.582 0.271 0.994  0.65
C2 0.823 0.591 -1.069  -1.51
C3 0.588 -0.118 0.196  0.57
N1 -1.619 0.957 0.519  -0.37
O1 -0.550 -0.084 2.194  -0.70
O2 1.614 -0.630 0.849  -0.52
S1 -0.544 -2.477 -0.567  -0.35
H1 1.025 1.675 -0.899  0.42
H2 1.655 0.143 -1.340  0.52
H3 0.069 0.606 -1.906  0.35
H4 -1.746 1.216 -0.424  0.18
H5 -2.354 0.961 1.216  0.26
H6 1.256 -0.983 1.751  0.42
H7 0.365 -2.127 -1.516  0.08

Values from the calculation:
* gap between HOMO and LUMO (alpha / beta): 7.113 / 7.043 eV

***

Which of them is least stable? Easy: *one*.

***

*one*
Molecular formula: C3H7NO2S
Method: DFT, ωB97M-V/def2-TZVPD

Each line ends with the Mulliken charge.
Atoms and positions in Å:
C1 -0.400 0.921 0.529  -0.72
C2 -1.113 -0.481 0.278  -0.52
S1 -2.975 -0.321 0.469  -0.23
N1 1.042 0.651 0.677  -0.22
C3 1.771 0.257 -0.476  0.53
O1 1.845 -1.123 -0.823  -0.43
O2 2.128 0.980 -1.369  -0.51
H1 -0.707 1.547 1.367  0.45
H2 -0.514 1.381 -0.468  0.26
H3 -0.934 -0.980 -0.669  0.35
H4 -0.735 -1.139 1.087  0.31
H5 -3.054 -1.073 -0.722  0.16
H6 1.218 0.406 1.668  0.26
H7 2.428 -1.026 -1.548  0.31

Values from the calculation:
* gap between HOMO and LUMO: 9.779 eV
* SMILES string: O=C(O)NCCS

***

*two*
Molecular formula: C3H7NO2S
Method: DFT, ωB97M-V/def2-TZVPD

Each line ends with the Mulliken charge.
Atoms and positions in Å:
C1 -1.130 0.482 0.779  0.70
C2 1.163 0.504 -1.039  -0.78
C3 1.125 -1.024 0.761  -0.74
N1 0.363 -0.472 -0.295  -0.31
O1 -3.433 -0.033 -0.449  -0.64
O2 -0.681 1.056 1.708  -0.40
S1 -1.649 -0.364 -0.487  0.23
H1 0.536 0.723 -1.987  0.25
H2 1.211 1.426 -0.377  0.29
H3 2.164 0.171 -1.395  0.31
H4 1.110 -0.188 1.490  0.33
H5 0.619 -1.899 1.264  0.23
H6 2.230 -1.327 0.431  0.23
H7 -3.627 0.945 -0.402  0.30

Values from the calculation:
* gap between HOMO and LUMO: 8.936 eV

***

*three*
Molecular formula: C3H7NO2S
Method: DFT, ωB97M-V/def2-TZVPD

Each line ends with the Mulliken charge.
Atoms and positions in Å:
C1 -0.578 0.295 1.227  -1.32
C2 -0.853 -0.307 -1.211  -1.26
C3 0.104 -0.162 0.008  0.54
N1 1.243 0.848 -0.460  1.05
O1 1.922 1.304 0.425  -0.58
O2 1.342 1.097 -1.614  -0.57
S1 1.122 -1.777 0.166  -0.17
H1 0.165 0.513 2.025  0.41
H2 -1.374 -0.459 1.492  0.32
H3 -1.147 1.222 1.090  0.37
H4 -1.051 0.725 -1.614  0.33
H5 -1.799 -0.879 -1.094  0.33
H6 -0.331 -0.921 -1.949  0.38
H7 1.234 -1.500 1.511  0.16

Values from the calculation:
* gap between HOMO and LUMO: 10.244 eV
* SMILES string: CC(C)(S)[N+](=O)[O-]

***

*four*
Molecular formula: C3H7NO2S
Method: DFT, ωB97M-V/def2-TZVPD

Each line ends with the Mulliken charge.
Atoms and positions in Å:
C1 -1.072 2.083 0.308  -0.02
C2 -0.021 -1.325 0.041  -1.06
C3 0.745 -0.424 -0.890  -0.38
N1 -0.584 1.717 1.374  -0.46
O1 -1.543 0.355 -2.033  -0.59
O2 0.391 1.855 -2.247  -0.61
S1 -0.363 0.928 -1.441  0.89
H1 -1.798 2.818 -0.011  0.38
H2 0.561 -2.212 0.292  0.34
H3 -0.261 -0.790 0.959  0.28
H4 -0.952 -1.632 -0.438  0.31
H5 1.024 -0.912 -1.823  0.37
H6 1.610 0.048 -0.437  0.32
H7 -0.851 2.164 2.251  0.24

Values from the calculation:
* gap between HOMO and LUMO: 9.915 eV
* SMILES string: [H]/N=C/S(=O)(=O)CC

***

Which of them is least stable? Easy: *two*.

***

*one*
Molecular formula: C3H7NO2S
Method: DFT, ωB97M-V/def2-TZVPD

Each line ends with the Mulliken charge.
Atoms and positions in Å:
C1 2.096 0.704 0.344  0.05
C2 -2.104 0.465 0.374  -0.72
C3 -1.132 -1.353 -0.752  -0.42
N1 -1.614 -0.191 -0.813  -0.36
O1 2.466 1.829 -0.326  -0.43
O2 1.955 -1.798 0.620  -0.53
S1 2.100 -0.738 -0.377  0.18
H1 2.108 1.058 1.324  0.45
H2 -1.375 1.269 0.737  0.21
H3 -2.970 0.892 0.198  0.36
H4 -2.329 -0.126 1.278  0.31
H5 -1.012 -1.856 0.214  0.27
H6 -0.752 -1.895 -1.602  0.36
H7 2.564 1.741 -1.218  0.28

Values from the calculation:
* gap between HOMO and LUMO: 9.078 eV

***

*two*
Molecular formula: C3H7NO2S
Method: DFT, ωB97M-V/def2-TZVPD

Each line ends with the Mulliken charge.
Atoms and positions in Å:
C1 0.931 -0.639 1.018  -0.22
C2 1.215 0.494 0.009  -0.49
C3 -0.547 -0.768 1.098  -0.79
N1 -1.674 -0.070 -2.280  -0.68
O1 -1.264 1.728 -0.372  -0.55
O2 0.518 0.144 -1.159  -0.31
S1 -1.047 0.399 -0.928  0.86
H1 1.332 -1.553 0.613  0.26
H2 1.417 -0.307 2.007  0.29
H3 0.931 1.538 0.357  0.34
H4 2.297 0.449 -0.331  0.30
H5 -0.779 -1.833 1.057  0.29
H6 -1.111 -0.129 1.626  0.44
H7 -2.218 0.548 -2.716  0.27

Values from the calculation:
* gap between HOMO and LUMO (alpha / beta): 8.740 / 8.738 eV

***

*three*
Molecular formula: C3H7NO2S
Method: DFT, ωB97M-V/def2-TZVPD

Each line ends with the Mulliken charge.
Atoms and positions in Å:
C1 0.988 0.762 -0.130  -0.63
C2 0.350 0.488 1.246  -0.49
S1 -0.787 1.811 1.772  -0.24
N1 1.081 -0.443 -0.954  -0.24
C3 -0.006 -1.198 -1.272  0.55
O1 0.376 -2.407 -1.724  -0.48
O2 -1.137 -0.819 -1.127  -0.56
H1 1.971 1.218 -0.125  0.36
H2 0.261 1.437 -0.605  0.34
H3 -0.276 -0.404 1.153  0.28
H4 1.059 0.319 2.057  0.40
H5 -1.702 1.079 2.284  0.10
H6 1.976 -0.901 -0.830  0.25
H7 -0.215 -2.771 -2.379  0.36

Values from the calculation:
* gap between HOMO and LUMO: 9.696 eV
* SMILES string: O=C(O)NCCS

***

*four*
Molecular formula: C3H7NO2S
Method: DFT, ωB97M-V/def2-TZVPD

Each line ends with the Mulliken charge.
Atoms and positions in Å:
C1 0.651 -2.309 -0.773  0.79
C2 0.051 -1.777 -1.809  -0.89
C3 -0.894 0.469 1.204  -0.98
N1 0.548 1.485 -0.905  -0.51
O1 1.246 -2.856 0.066  -0.35
O2 1.305 1.950 1.527  -0.53
S1 0.762 0.783 0.389  0.47
H1 0.624 -1.528 -2.735  0.21
H2 0.801 2.343 2.247  0.29
H3 -1.021 -1.567 -1.866  0.27
H4 -1.544 1.347 1.438  0.38
H5 -0.673 -0.005 2.184  0.35
H6 -1.574 -0.039 0.387  0.26
H7 -0.282 1.704 -1.357  0.24

Values from the calculation:
* gap between HOMO and LUMO: 9.662 eV

***

Which of them is least stable? Easy: *two*.